(1)
Below is a cluster of 2 separate species, C2H6N2O in total in a non-equilibrium geometry, with properties calculated with ωB97M-V/def2-TZVPD.

Element x y z (Å)
C  1.1570  0.1126  0.4882
C  0.0054  -1.5650  -0.5528
N  1.4611  0.9563  -0.4105
N  0.0182  -0.6401  0.2795
O  -2.5071  1.1154  0.0380
H  1.9044  -0.3264  1.2327
H  0.9633  -1.9938  -0.9385
H  -1.4791  1.1838  -0.1300
H  -0.9556  -2.1737  -0.6294
H  2.1638  1.5594  -0.0302
H  -2.7314  1.7715  0.6529

The SMILES is [H]/N=C/N=C.O. Its energy above the lowest of the compared OMol25 structures with the same formula, charge and spin is 275.65 kJ/mol. The value obtained for the largest force on an atom is 4.1 eV Å⁻¹. The HOMO-LUMO gap comes out at 10.78 eV. The charge is 0. For the HOMO energy, the calculation gives -10.136 eV.

Charges per atom according to Mulliken partitioning, unit e: atom 1 (C): 0.137, atom 2 (C): -0.276, atom 3 (N): -0.580, atom 4 (N): -0.346, atom 5 (O): -0.659, atom 6 (H): 0.348, atom 7 (H): 0.263, atom 8 (H): 0.346, atom 9 (H): 0.245, atom 10 (H): 0.232, atom 11 (H): 0.291

---

(2)
Below is a structure of composition C2H6N2O in a non-equilibrium geometry, with properties calculated with ωB97M-V/def2-TZVPD.

Element x y z (Å)
C  -1.2469  -0.6892  -0.0743
C  0.1193  1.3822  0.0593
N  1.4756  -0.9374  0.0692
N  -0.1045  -0.0202  0.0236
O  -2.3294  -0.1518  -0.1252
H  -1.1080  -1.7847  -0.1051
H  0.8519  1.6638  -0.6964
H  -0.8334  1.8670  -0.1581
H  0.4769  1.6929  1.0419
H  1.2669  -1.6162  0.7962
H  1.4314  -1.4064  -0.8313

Its energy above the lowest of the compared OMol25 structures with the same formula, charge and spin is 69.14 kJ/mol. The value obtained for the largest force on an atom is 4.3 eV Å⁻¹. The HOMO-LUMO gap (alpha / beta) comes out at 6.97 / 6.64 eV. The charge is 0. Its spin multiplicity is 3. For the HOMO energy (alpha / beta), the calculation gives -6.169 / -9.345 eV. Its expectation value of S² is 2.03.

Charges per atom according to Mulliken partitioning, unit e: atom 1 (C): 0.119, atom 2 (C): -0.785, atom 3 (N): -0.693, atom 4 (N): 0.029, atom 5 (O): -0.452, atom 6 (H): 0.403, atom 7 (H): 0.261, atom 8 (H): 0.373, atom 9 (H): 0.277, atom 10 (H): 0.231, atom 11 (H): 0.239

---

(3)
Below is a cluster of 4 separate species, C2H6N2O2 in total in a non-equilibrium geometry, with properties calculated with ωB97M-V/def2-TZVPD.

Element x y z (Å)
C  -1.4851  0.1643  0.3187
N  -2.0953  -0.9865  0.0370
C  1.5789  0.0856  -0.7890
O  0.5369  -0.2094  -1.2846
O  -0.7588  0.3507  1.2938
N  2.7786  -0.0916  -0.9468
H  0.6655  1.1454  1.3418
H  -1.7089  0.9537  -0.4109
H  -2.5969  -1.1126  -0.8258
H  -1.8648  -1.8190  0.5590
H  3.4868  0.2100  -0.3072
H  1.4629  1.3095  1.0141

Its energy above the lowest of the compared OMol25 structures with the same formula, charge and spin is 267.03 kJ/mol. The value obtained for the largest force on an atom is 4.9 eV Å⁻¹. The HOMO-LUMO gap comes out at 10.54 eV. The charge is 0. For the HOMO energy, the calculation gives -10.131 eV.

Charges per atom according to Mulliken partitioning, unit e: atom 1 (C): 0.184, atom 2 (N): -0.335, atom 3 (C): 0.515, atom 4 (O): -0.403, atom 5 (O): -0.593, atom 6 (N): -0.454, atom 7 (H): 0.200, atom 8 (H): 0.324, atom 9 (H): 0.226, atom 10 (H): 0.235, atom 11 (H): 0.265, atom 12 (H): -0.163

---

(4)
Below is a structure of composition C2H6N2O2 in a non-equilibrium geometry, with properties calculated with ωB97M-V/def2-TZVPD.

Element x y z (Å)
C  -1.1985  1.0429  0.0426
C  0.6886  -0.6527  -0.0541
H  -1.6786  0.8904  1.2603
H  -2.0671  1.4017  -0.7460
H  -0.0531  1.7834  0.1288
H  -2.1890  -1.4343  -0.4845
H  0.7922  -1.7211  0.0423
H  3.4332  0.3062  0.1539
N  -0.6775  -0.2392  -0.4297
N  1.6149  0.2300  -0.0831
O  -1.5071  -1.2141  0.1715
O  2.8418  -0.3931  -0.0020

Its energy above the lowest of the compared OMol25 structures with the same formula, charge and spin is 610.67 kJ/mol. The value obtained for the largest force on an atom is 4.6 eV Å⁻¹. The HOMO-LUMO gap comes out at 9.67 eV. The charge is 0. For the HOMO energy, the calculation gives -8.838 eV.

Charges per atom according to Mulliken partitioning, unit e: atom 1 (C): -0.672, atom 2 (C): -0.023, atom 3 (H): 0.221, atom 4 (H): 0.230, atom 5 (H): 0.305, atom 6 (H): 0.330, atom 7 (H): 0.371, atom 8 (H): 0.350, atom 9 (N): 0.025, atom 10 (N): -0.319, atom 11 (O): -0.443, atom 12 (O): -0.374

---

(5)
Below is a cluster of 2 separate species, C2H6N2O2 in total in a non-equilibrium geometry, with properties calculated with ωB97M-V/def2-TZVPD.

Element x y z (Å)
C  2.0396  -0.6077  -1.1245
N  3.0814  -0.1225  -1.8625
O  1.0744  0.0262  -0.8307
H  2.0779  -1.6411  -0.7657
H  4.0440  -0.4371  -1.7228
H  2.9383  0.6556  -2.5010
C  -2.8956  -0.1517  1.2813
N  -1.9852  0.7585  1.6604
O  -3.8283  -0.4042  1.9970
H  -2.8325  -0.4664  0.2624
H  -1.5865  1.3737  0.9958
H  -2.1275  1.0165  2.6103

The SMILES is NC=O.NC=O. Its energy above the lowest of the compared OMol25 structures with the same formula, charge and spin is 83.71 kJ/mol. The value obtained for the largest force on an atom is 1.9 eV Å⁻¹. The HOMO-LUMO gap comes out at 10.51 eV. The charge is 0. For the HOMO energy, the calculation gives -9.688 eV.

Charges per atom according to Mulliken partitioning, unit e: atom 1 (C): 0.109, atom 2 (N): -0.358, atom 3 (O): -0.509, atom 4 (H): 0.312, atom 5 (H): 0.213, atom 6 (H): 0.227, atom 7 (C): 0.077, atom 8 (N): -0.336, atom 9 (O): -0.549, atom 10 (H): 0.359, atom 11 (H): 0.227, atom 12 (H): 0.228

---

(6)
Below is a cluster of 2 separate species, C2H6N2O2 in total in a non-equilibrium geometry, with properties calculated with ωB97M-V/def2-TZVPD.

Element x y z (Å)
C  -0.6835  -1.2220  -0.4367
N  0.0148  -0.0051  -0.0227
C  -0.1750  2.0613  0.1655
N  1.1145  -0.2019  0.8547
O  0.4202  2.2354  -0.8846
O  -0.8573  2.4696  1.0233
H  0.0116  0.6607  -0.9707
H  1.8476  -0.6868  0.3379
H  0.8327  -0.7547  1.6614
H  -0.0444  -1.7446  -1.1591
H  -0.8977  -1.8770  0.4104
H  -1.5834  -0.9350  -0.9794

The SMILES is O=C=O.CNN. Its energy above the lowest of the compared OMol25 structures with the same formula, charge and spin is 301.58 kJ/mol. The value obtained for the largest force on an atom is 4.6 eV Å⁻¹. The HOMO-LUMO gap comes out at 10.04 eV. The charge is 0. For the HOMO energy, the calculation gives -9.305 eV.

Charges per atom according to Mulliken partitioning, unit e: atom 1 (C): -0.807, atom 2 (N): -0.184, atom 3 (C): 0.744, atom 4 (N): -0.585, atom 5 (O): -0.502, atom 6 (O): -0.406, atom 7 (H): 0.359, atom 8 (H): 0.237, atom 9 (H): 0.262, atom 10 (H): 0.302, atom 11 (H): 0.302, atom 12 (H): 0.278

---

(7)
Below is a cluster of 2 separate species, C2H6N2O3 in total in a non-equilibrium geometry, with properties calculated with ωB97M-V/def2-TZVPD.

Element x y z (Å)
C  0.5236  1.8757  0.5137
C  -1.0083  -1.4045  -1.2277
N  -0.2341  -1.8719  -0.3904
N  0.0626  0.8328  1.0722
O  1.1112  -0.0763  1.6091
O  -1.0193  0.4925  1.3055
O  -0.6807  -0.4161  -2.0609
H  1.6163  1.9952  0.5134
H  -0.0118  2.6604  0.0305
H  -1.9618  -1.9343  -1.3559
H  0.8123  -0.6091  2.3384
H  0.7259  -1.6555  -0.5561
H  0.0641  0.1112  -1.7917

The SMILES is C=[N+]([O-])O.[H]/N=C\O. Its energy above the lowest of the compared OMol25 structures with the same formula, charge and spin is 602.98 kJ/mol. The value obtained for the largest force on an atom is 4.9 eV Å⁻¹. The HOMO-LUMO gap comes out at 10.31 eV. The charge is 0. For the HOMO energy, the calculation gives -9.594 eV.

Charges per atom according to Mulliken partitioning, unit e: atom 1 (C): -0.576, atom 2 (C): 0.197, atom 3 (N): -0.553, atom 4 (N): 0.682, atom 5 (O): -0.455, atom 6 (O): -0.596, atom 7 (O): -0.502, atom 8 (H): 0.285, atom 9 (H): 0.324, atom 10 (H): 0.332, atom 11 (H): 0.329, atom 12 (H): 0.241, atom 13 (H): 0.290

---

(8)
Below is an isolated molecule of C2H6N2O3 in a non-equilibrium geometry, with properties calculated with ωB97M-V/def2-TZVPD.

Element x y z (Å)
C  1.8261  -0.1065  0.1223
C  -1.5099  0.1983  0.0141
N  0.7225  -0.6481  -0.5726
N  -0.4502  -0.7076  0.2380
O  1.6612  1.1901  0.5847
O  -1.4030  1.2012  -0.6198
O  -2.6123  -0.2521  0.5390
H  1.8496  -0.8818  1.0104
H  2.6027  -0.0424  -0.6191
H  0.6496  -0.2043  -1.4768
H  -0.8137  -1.6417  0.1495
H  0.8834  1.7051  0.3154
H  -3.4061  0.1897  0.3150

The SMILES is O=C(O)NNCO. Its energy above the lowest of the compared OMol25 structures with the same formula, charge and spin is 227.26 kJ/mol. The value obtained for the largest force on an atom is 2.8 eV Å⁻¹. The HOMO-LUMO gap comes out at 10.36 eV. The charge is 0. For the HOMO energy, the calculation gives -9.845 eV.

Charges per atom according to Mulliken partitioning, unit e: atom 1 (C): -0.234, atom 2 (C): 0.523, atom 3 (N): -0.341, atom 4 (N): -0.148, atom 5 (O): -0.523, atom 6 (O): -0.572, atom 7 (O): -0.456, atom 8 (H): 0.256, atom 9 (H): 0.332, atom 10 (H): 0.239, atom 11 (H): 0.255, atom 12 (H): 0.315, atom 13 (H): 0.355

---

(9)
Below is a structure of composition C2H6N2O3S in a non-equilibrium geometry, with properties calculated with ωB97M-V/def2-TZVPD.

Element x y z (Å)
C  0.8711  -0.2230  0.2532
C  1.4576  0.9267  0.9233
N  -2.5941  -1.2164  0.0686
N  -0.7331  0.3947  -0.5730
O  1.0576  -1.3560  0.1020
O  -1.2145  -0.1136  1.8386
O  -2.7951  1.2695  0.5354
S  -1.8596  0.1798  0.5832
H  0.7224  1.2951  1.6392
H  1.6727  1.7145  0.2042
H  2.3668  0.6347  1.4465
H  -2.6888  -1.8807  0.8177
H  -3.4709  -1.0262  -0.3874
H  -0.6301  1.3709  -0.7879

Its energy above the lowest of the compared OMol25 structures with the same formula, charge and spin is 112.99 kJ/mol. The value obtained for the largest force on an atom is 3.2 eV Å⁻¹. The HOMO-LUMO gap comes out at 10.53 eV. The charge is 0. For the HOMO energy, the calculation gives -9.909 eV.

Charges per atom according to Mulliken partitioning, unit e: atom 1 (C): 0.791, atom 2 (C): -1.024, atom 3 (N): -0.500, atom 4 (N): -0.577, atom 5 (O): -0.368, atom 6 (O): -0.662, atom 7 (O): -0.647, atom 8 (S): 1.164, atom 9 (H): 0.350, atom 10 (H): 0.322, atom 11 (H): 0.321, atom 12 (H): 0.275, atom 13 (H): 0.265, atom 14 (H): 0.290

---

(10)
Below is an isolated molecule of C2H6N2O4 in a non-equilibrium geometry, with properties calculated with ωB97M-V/def2-TZVPD.

Element x y z (Å)
C  1.7058  -0.2441  0.6371
C  0.3972  -0.5323  -0.1720
N  -0.7144  0.1900  0.2825
N  -2.0480  -0.2873  0.0586
O  -2.1994  -1.4730  0.1719
O  -2.7964  0.5641  -0.1535
O  0.5848  -0.2856  -1.5448
O  -0.6681  1.6441  0.0568
H  1.9118  0.8474  0.7423
H  1.8984  -0.7846  1.6801
H  2.5605  -0.5710  -0.1716
H  0.2378  -1.6413  -0.0726
H  0.7428  0.6158  -1.5430
H  -1.6128  1.9579  0.0283

The SMILES is C[C@H](O)N(O)[N+](=O)[O-]. Its energy above the lowest of the compared OMol25 structures with the same formula, charge and spin is 715.96 kJ/mol. The value obtained for the largest force on an atom is 5.2 eV Å⁻¹. The HOMO-LUMO gap comes out at 10.71 eV. The charge is 0. For the HOMO energy, the calculation gives -10.171 eV.

Charges per atom according to Mulliken partitioning, unit e: atom 1 (C): -1.009, atom 2 (C): 0.135, atom 3 (N): -0.072, atom 4 (N): 1.271, atom 5 (O): -0.632, atom 6 (O): -0.742, atom 7 (O): -0.508, atom 8 (O): -0.437, atom 9 (H): 0.284, atom 10 (H): 0.300, atom 11 (H): 0.295, atom 12 (H): 0.379, atom 13 (H): 0.353, atom 14 (H): 0.383

---

Number 1: molecular weight 74.08 g/mol. Number 2: molecular weight 74.08 g/mol. Number 3: molecular weight 90.08 g/mol. Number 4: molecular weight 90.08 g/mol. Number 5: molecular weight 90.08 g/mol. Number 6: molecular weight 90.08 g/mol. Number 7: molecular weight 106.08 g/mol. Number 8: molecular weight 106.08 g/mol. Number 9: molecular weight 138.15 g/mol. Number 10: molecular weight 122.08 g/mol.